A molecular structure, C28H24N4RuS5 in a non-equilibrium geometry. Source: OMol25; level of theory: ωB97M-V with the def2-TZVPD basis set.

Computed properties:
* net charge: +1
* HOMO level (alpha / beta): -9.9 / -10.2 eV
* multiplicity: 6
* energy above the lowest of the compared OMol25 structures with the same formula, charge and spin: 0.0 kcal/mol
* E: -92137.70872 eV
* gap between HOMO and LUMO (alpha / beta): 7.343 / 6.030 eV

Structure (XYZ):
```
62
Properties=species:S:1:pos:R:3:forces:R:3
Ru 0.296 -0.756 0.878 -0.229 -0.653 0.367
S -0.158 -1.562 3.093 0.041 0.067 -0.313
C -0.893 -0.143 3.866 0.211 -1.024 -1.596
C -0.726 -0.047 5.226 -0.206 0.207 0.180
C -1.188 1.098 5.843 0.033 -0.260 1.143
C -1.839 2.102 5.138 0.735 -0.026 0.146
C -1.969 1.986 3.755 -0.488 0.753 0.943
C -1.558 0.861 3.114 0.819 -1.165 0.268
S -1.654 0.862 1.345 -0.333 -0.317 -0.698
C -3.121 -0.176 0.970 0.478 -0.385 -0.622
C -2.905 -1.147 -0.222 0.802 -0.385 1.377
C -3.750 -1.195 -1.306 0.048 0.111 -0.293
C -3.511 -2.141 -2.305 0.408 -0.055 0.195
C -2.474 -3.083 -2.113 -1.323 -0.229 -1.100
C -1.746 -3.030 -0.957 0.926 0.720 1.130
C -0.685 -4.007 -0.528 0.767 0.251 -1.317
S 0.942 -3.272 -0.080 -1.242 -0.321 -0.235
C 1.571 -2.868 -1.663 1.638 0.828 -0.738
C 1.687 -3.694 -2.769 -1.982 -1.654 0.149
C 2.470 -3.451 -3.869 0.347 -0.840 -0.075
C 3.324 -2.377 -3.855 0.275 1.177 -0.378
C 3.220 -1.456 -2.816 -0.760 -0.773 0.708
C 2.350 -1.708 -1.712 0.577 0.166 -0.495
S 2.360 -0.622 -0.341 0.131 0.170 -0.122
N -1.905 -2.044 -0.083 -0.524 1.615 0.617
H -0.241 -0.836 5.813 -0.116 0.361 -0.464
H -0.974 1.112 6.923 -0.472 0.618 -0.515
H -2.102 3.009 5.657 -0.263 0.117 -0.068
H -2.362 2.786 3.163 -0.326 0.424 -0.079
H -3.961 0.491 0.806 -0.141 -0.043 -0.109
H -3.263 -0.725 1.889 -0.302 -0.441 0.081
H -4.537 -0.455 -1.326 -0.205 -0.121 -0.430
H -4.123 -2.110 -3.211 0.291 -0.289 0.326
H -2.300 -3.899 -2.825 -0.106 0.493 0.195
H -0.495 -4.675 -1.366 -0.011 -0.413 0.326
H -0.954 -4.534 0.360 -0.474 -0.510 0.460
H 1.048 -4.588 -2.797 0.436 0.178 0.028
H 2.528 -4.186 -4.675 -0.212 0.270 0.255
H 4.009 -2.246 -4.708 -0.296 0.193 0.636
H 3.804 -0.560 -2.785 0.313 0.312 -0.049
C 4.371 1.477 1.413 0.400 0.214 1.926
N 3.436 2.039 0.483 -0.989 -0.155 -1.610
C 3.755 2.309 -0.849 -0.589 0.449 0.331
C 2.628 2.570 -1.537 0.391 0.295 0.488
N 1.606 2.434 -0.630 -0.957 0.306 -0.417
C 2.083 2.039 0.574 0.538 0.414 -0.202
S 1.188 1.573 1.918 0.151 -0.055 0.693
C 0.212 2.636 -0.978 0.831 -1.569 -0.002
C -0.499 3.599 -0.348 -2.420 0.671 -0.729
C -1.870 3.723 -0.667 1.964 -0.401 0.350
C -2.399 2.863 -1.591 -0.719 -0.192 0.197
C -1.603 1.872 -2.148 1.042 -0.677 -1.301
N -0.287 1.758 -1.854 -0.827 0.363 0.173
H 5.335 1.805 1.052 0.391 0.106 0.364
H 4.394 0.392 1.483 -0.427 -0.154 -0.597
H 4.181 1.793 2.482 0.174 0.154 -1.387
H 4.725 2.466 -1.210 1.273 -0.139 -0.075
H 2.498 2.999 -2.520 -0.102 -0.336 0.105
H -0.150 4.339 0.304 1.147 0.520 0.982
H -2.405 4.477 -0.127 -0.575 0.250 -0.133
H -3.446 2.953 -1.803 -0.328 -0.196 -0.407
H -1.966 1.167 -2.969 0.362 1.007 1.418
```
Positions in Å, forces in eV/Å.